a) DFT (wB97M-V/def2-TZVPD) results for a molecular structure, C41H48IN7O6PbSSi.

The calculation puts the gap between HOMO and LUMO at 4.158 eV. Its LUMO energy is -3.06 eV.

Atoms and positions in Å:
H -3.275 2.143 -2.473
C -3.703 -4.219 1.205
H -3.060 3.017 3.192
H 2.204 5.584 3.173
C -0.745 4.126 -1.371
C -2.708 2.164 2.610
H -2.799 -1.676 3.244
C 1.062 -2.618 1.857
N -0.164 1.801 -1.270
C 0.549 -1.771 3.860
C -2.572 -1.736 -2.516
N 1.049 -1.274 1.721
H 2.821 3.897 5.135
C 0.147 3.104 -1.091
H 1.250 1.147 -2.835
C 0.232 5.606 2.344
C -2.036 -2.019 1.269
H 3.748 -1.869 -4.779
O -2.677 6.030 -1.845
C 4.570 -0.203 1.560
H -2.099 1.537 3.266
N 2.189 1.310 -3.188
Si -1.113 -2.251 -1.415
C 0.489 -3.075 -3.551
C 1.536 3.605 2.731
C -1.368 1.476 -1.776
H -2.246 -2.958 -4.262
H 1.643 -3.183 -1.055
H -5.734 -0.520 -4.457
Pb 1.236 0.245 0.033
H -2.553 3.226 0.744
H 3.647 3.604 2.746
H 6.595 -0.142 1.913
C -3.662 -3.421 2.341
H -0.322 -5.613 -3.136
N 2.706 0.134 -3.725
C 1.040 -4.046 -1.341
C -3.472 -0.811 -1.961
H 3.996 2.590 4.956
C -0.815 4.845 1.851
C -3.129 4.913 -2.091
H 2.766 1.645 -2.419
H -4.289 -3.655 3.193
C 0.540 0.646 3.078
H 4.139 -2.662 -3.299
C -2.311 2.428 -2.075
C -2.831 -2.313 2.368
H 0.275 -1.645 4.896
C -2.911 -3.911 0.110
H -3.307 -0.450 -0.950
S 3.360 -0.970 -1.355
I 4.711 -2.179 3.813
C -0.716 3.463 1.794
H 0.666 -4.532 -0.438
C -2.881 -2.223 -3.787
H -1.723 5.325 1.503
H -1.207 -5.416 -1.628
H -1.405 -1.140 1.303
H 5.831 1.382 1.577
C -0.928 -4.910 -2.553
C -4.858 -0.856 -3.918
C -4.589 -0.367 -2.647
H -3.575 1.580 2.298
O 3.560 0.457 1.332
H 1.087 -3.846 -4.055
H 0.347 1.044 4.075
H -5.258 0.349 -2.187
H -0.258 -2.720 -4.259
H -0.445 5.148 -1.206
H 2.279 2.221 5.120
H -2.992 -4.529 -0.776
N 5.772 0.381 1.673
H 2.953 2.002 2.724
O 2.250 2.383 -0.355
H 1.301 -3.263 1.031
C 1.522 3.437 -0.585
N 3.859 -1.824 -3.779
H 0.149 6.685 2.378
C -0.116 -3.644 -2.261
C 0.474 2.857 2.221
C -1.907 2.633 1.393
C -4.008 -1.795 -4.480
C 0.716 -0.749 2.934
C 4.524 -1.699 1.744
O 1.838 4.600 -0.483
H -4.223 -2.204 -5.459
C 3.271 -0.857 -3.057
H 3.559 -2.080 1.433
H 0.707 -3.973 3.554
C 2.842 2.990 3.158
C 1.385 4.986 2.790
H 5.331 -2.204 1.220
C 2.993 2.921 4.679
H -4.363 -5.077 1.168
H -1.548 0.433 -1.928
O -4.184 4.389 -2.459
N 0.555 1.436 2.073
C 0.763 -2.969 3.166
C -2.043 -2.814 0.122
H -1.842 -4.718 -3.116
H 1.698 -4.762 -1.850
H 2.773 0.139 -4.733
H 1.142 -2.234 -3.316
C -1.996 3.758 -1.839
O -0.100 -0.987 -1.117
H -1.584 1.755 0.831


b) DFT (wB97M-V/def2-TZVPD) results for a molecular structure, C41H48IN7O6PbSSi.

The calculation puts the gap between HOMO and LUMO (spin up / spin down) at 2.866 / 2.868 eV. Its LUMO energy (spin up / spin down) is -3.99 / -3.99 eV.

Atoms and positions in Å:
O 3.882 0.338 -1.085
C -4.247 2.279 -2.568
C 0.163 -2.867 -0.427
H 6.365 2.144 -1.799
C 0.106 -2.434 3.050
H -6.543 -1.533 0.827
H -3.162 -1.469 2.582
H 1.368 0.197 3.930
O -0.230 -1.656 -0.591
C -1.142 -1.649 3.337
C -5.669 -1.417 0.198
H 4.000 -0.539 2.905
H -2.871 2.560 3.187
C -3.434 -1.105 -1.379
H -4.476 3.902 1.792
H -0.694 0.749 -4.501
C 4.046 -6.096 -0.830
H 1.700 5.054 2.625
C 0.620 1.990 -3.571
H 0.852 3.810 -4.402
C -2.031 3.161 -2.605
H -3.933 -3.010 -2.220
H -4.548 3.705 0.043
H -1.606 4.574 -4.168
I 5.999 2.042 1.572
H -2.553 -1.019 -2.003
C 1.607 4.011 2.379
C -3.733 -0.098 -0.458
C -2.346 3.916 -3.727
C -5.341 -2.400 -0.721
C -4.361 3.177 0.981
H 1.612 2.951 4.337
H -3.874 4.451 -5.137
C -2.677 1.887 2.347
H -5.144 2.435 1.101
H 3.580 2.294 0.508
C -4.871 -0.288 0.326
C 0.122 -3.787 3.375
H 1.467 3.995 0.151
H -4.999 1.634 -2.130
C -1.958 3.764 0.881
N -0.026 0.828 -3.743
H -0.927 3.412 0.862
H -5.145 0.440 1.074
H 3.317 -1.401 0.691
C -3.620 3.852 -4.273
C 1.546 2.930 3.263
C -4.571 3.029 -3.689
S 1.590 2.373 -2.241
H 5.814 0.717 -2.612
O 3.953 -6.804 -1.822
H -2.143 4.341 -0.027
N 1.313 -0.549 2.029
Pb 1.001 0.335 -0.307
C 1.194 -4.597 3.056
H -5.954 -3.286 -0.816
O -1.018 0.960 -0.387
H -1.043 3.242 -2.164
H 1.441 -5.180 -0.219
H -1.946 -1.724 1.322
C 3.329 -4.686 -1.186
C 2.054 -4.467 -0.746
H 4.738 3.329 -0.373
H -0.846 -0.400 -2.378
C 4.554 2.338 0.033
C 1.540 -3.183 -0.964
O -0.476 -3.778 0.065
H -1.634 1.574 2.409
H 1.171 -5.648 3.309
H -5.569 2.977 -4.104
N 1.371 2.138 1.157
N 5.682 1.415 -1.901
C -2.973 2.330 -1.997
C -2.945 2.596 1.016
H 4.632 -2.123 3.359
H -0.740 -4.210 3.874
C 1.414 1.787 2.473
N 0.483 2.888 -4.559
C 4.459 -1.451 2.518
N 0.054 -0.195 -2.815
H -2.061 4.444 1.732
C 2.297 -4.061 2.415
H 0.516 -1.027 -3.162
H -1.476 -1.894 4.350
C 1.346 0.424 2.862
H 3.955 -1.713 -2.577
C 1.227 -1.909 2.404
C 3.441 -2.511 -2.057
H -3.300 1.003 2.479
N 2.215 -2.228 -1.607
C -4.212 -2.242 -1.512
H -0.954 -0.575 3.315
H -2.443 -3.066 2.334
C 3.572 -2.125 1.470
H 4.135 -2.931 0.994
C -2.241 -1.995 2.335
O 4.496 -6.082 0.292
H 5.424 -1.181 2.092
H 3.146 -4.687 2.167
C 1.489 3.475 1.096
C 4.669 1.266 -1.021
H -0.227 2.779 -5.265
Si -2.573 1.396 -0.399
C 4.057 -3.732 -1.873
C 2.329 -2.715 2.079
H 5.056 -3.918 -2.240


Here are the energies relative to the best structure, in kJ/mol: a) 0.0; b) 88.4.


a) DFT (wB97M-V/def2-TZVPD) results for 2 unconnected molecules or ions with the total composition C5H13N2O.

Its net charge is -1. The calculation puts the gap between HOMO and LUMO at 7.257 eV. Its LUMO energy is 4.14 eV.

Atoms and positions in Å:
N -1.637 -1.125 0.067
H 0.595 -0.661 -3.092
C 2.684 1.275 -1.190
H 2.484 -0.873 -1.486
N -1.713 0.068 3.559
H 0.655 1.114 -3.091
C 0.819 0.218 -2.433
H 1.912 1.432 -0.421
H -2.153 0.931 3.842
H 3.015 0.088 -2.937
C 2.334 0.102 -2.052
C -1.281 0.029 2.198
C -1.718 -1.001 1.434
H -0.586 0.778 1.768
H 3.688 1.156 -0.747
H -0.952 -0.149 4.229
O 0.034 0.251 -1.304
H -0.952 -0.568 -0.544
H -2.290 -1.770 1.962
H -2.011 -1.988 -0.291
H 2.747 2.162 -1.881


b) DFT (wB97M-V/def2-TZVPD) results for a gas-phase ion, C5H13N2O (charge -1).

Its net charge is -1. The calculation puts the gap between HOMO and LUMO at 6.458 eV. Its LUMO energy is 3.92 eV.

Atoms and positions in Å:
H 0.585 0.890 -1.482
C -0.111 -0.574 1.078
H -1.585 -0.455 -2.027
O -0.599 1.822 1.465
H -0.645 -1.557 1.034
N 0.492 0.090 -2.100
C -0.893 0.151 -2.644
C 1.165 -0.681 0.229
H -1.193 0.889 -0.269
C 0.846 -1.065 -1.226
H 1.709 -1.554 0.637
H 0.047 -1.823 -1.284
H 1.755 -1.495 -1.682
C -1.084 0.765 0.833
H 1.113 0.253 2.578
H -1.294 1.152 -2.490
H -2.006 0.352 1.320
N 0.369 -0.417 2.462
H 1.688 0.285 0.342
H -0.742 -0.214 -3.655
H -0.392 0.010 2.977


Here are the energies relative to the best structure, in kJ/mol: a) 0.0; b) 53.3.